{"formula": "C22H65Cl2O28P7", "method": "the ωB97M-V functional and the def2-TZVPD basis", "e_lumo_ev": 0.31, "gap_ev": 7.90, "homo_energy_ev": -7.59, "total_charge": 0, "species": ["C", "Cl", "Cl", "H", "H", "C", "O", "P", "O", "O", "C", "O", "C", "H", "H", "H", "H", "H", "H", "H", "H", "H", "C", "O", "P", "O", "O", "C", "O", "C", "H", "H", "H", "H", "H", "H", "H", "H", "H", "C", "O", "P", "O", "O", "C", "O", "C", "H", "H", "H", "H", "H", "H", "H", "H", "H", "C", "O", "P", "O", "O", "C", "O", "C", "H", "H", "H", "H", "H", "H", "H", "H", "H", "C", "O", "P", "O", "O", "C", "O", "C", "H", "H", "H", "H", "H", "H", "H", "H", "H", "C", "O", "P", "O", "O", "C", "O", "C", "H", "H", "H", "H", "H", "H", "H", "H", "H", "C", "O", "P", "O", "O", "C", "O", "C", "H", "H", "H", "H", "H", "H", "H", "H", "H"], "positions_angstrom": [[1.840, 5.941, 2.387], [1.411, 4.375, 1.759], [3.572, 5.854, 2.498], [1.555, 6.758, 1.723], [1.539, 6.021, 3.431], [2.617, -0.439, -5.928], [3.474, 0.631, -5.537], [2.752, 2.016, -5.143], [3.595, 3.186, -4.918], [1.533, 2.220, -6.236], [1.554, 3.284, -7.112], [1.975, 1.528, -3.786], [2.686, 1.330, -2.592], [1.568, -0.182, -6.074], [2.751, -1.277, -5.245], [3.000, -0.916, -6.831], [1.862, 2.989, -8.115], [2.045, 4.166, -6.700], [0.516, 3.474, -7.384], [2.277, 0.486, -2.038], [2.609, 2.205, -1.948], [3.678, 0.971, -2.868], [-5.645, 4.900, 3.128], [-4.818, 5.832, 2.561], [-4.307, 5.658, 1.014], [-5.377, 5.088, 0.117], [-3.896, 7.136, 0.650], [-3.431, 7.577, -0.595], [-2.887, 4.866, 1.172], [-2.856, 3.464, 0.933], [-5.136, 3.952, 3.304], [-6.442, 4.514, 2.493], [-6.077, 5.166, 4.092], [-4.182, 8.088, -1.197], [-3.091, 6.733, -1.195], [-2.697, 8.375, -0.482], [-3.850, 3.081, 0.702], [-2.472, 2.855, 1.752], [-2.168, 3.260, 0.113], [2.964, -2.435, -3.316], [3.885, -1.863, -2.412], [3.782, -2.188, -0.830], [4.744, -1.348, -0.043], [2.218, -1.807, -0.496], [1.895, -0.425, -0.595], [3.914, -3.799, -0.661], [3.235, -4.490, 0.351], [1.993, -2.736, -2.922], [3.491, -3.219, -3.860], [2.711, -1.626, -4.000], [1.289, -0.205, 0.284], [1.395, -0.112, -1.512], [2.674, 0.332, -0.505], [3.857, -4.854, 1.169], [2.902, -5.399, -0.151], [2.360, -3.987, 0.762], [4.900, -2.462, 1.931], [3.932, -1.874, 2.921], [2.334, -1.766, 2.662], [1.598, -2.986, 2.095], [1.853, -1.334, 4.159], [0.661, -1.787, 4.699], [2.241, -0.398, 1.785], [2.387, 0.835, 2.333], [4.447, -3.197, 1.267], [5.626, -2.940, 2.589], [5.506, -1.758, 1.360], [0.196, -2.709, 4.349], [-0.256, -1.205, 4.788], [1.002, -2.162, 5.664], [1.412, 1.301, 2.188], [3.250, 1.207, 1.781], [2.659, 0.765, 3.386], [-2.767, -3.894, 0.065], [-1.971, -3.835, -1.187], [-0.833, -2.769, -1.506], [-0.512, -1.869, -0.311], [-1.348, -1.999, -2.841], [-2.570, -1.370, -3.095], [0.439, -3.654, -2.011], [0.940, -4.604, -1.164], [-2.231, -4.157, 0.976], [-3.531, -4.665, -0.036], [-3.299, -2.972, 0.297], [-2.961, -1.760, -4.035], [-2.442, -0.318, -3.350], [-3.202, -1.586, -2.234], [0.364, -4.746, -0.250], [1.865, -4.148, -0.810], [1.297, -5.558, -1.554], [-0.551, -0.995, 1.539], [-0.621, -1.820, 2.553], [-1.964, -2.590, 2.920], [-3.092, -2.596, 1.915], [-2.444, -1.887, 4.312], [-3.710, -2.356, 4.880], [-1.561, -4.063, 3.414], [-2.437, -5.229, 3.249], [-1.373, -1.065, 0.826], [0.320, -1.475, 1.092], [-0.213, 0.037, 1.642], [-4.223, -2.950, 4.124], [-4.305, -1.575, 5.354], [-3.418, -2.917, 5.767], [-2.673, -5.825, 4.131], [-1.876, -5.855, 2.555], [-3.399, -5.056, 2.766], [0.295, 0.599, -1.870], [0.132, 0.693, -0.433], [-1.146, 1.469, 0.124], [-1.573, 2.679, -0.661], [-2.185, 0.374, 0.448], [-2.746, -0.357, -0.623], [-0.785, 1.926, 1.657], [0.271, 2.852, 1.837], [-0.663, 0.812, -2.345], [0.629, -0.411, -2.109], [0.889, 1.478, -2.117], [-3.796, -0.076, -0.712], [-2.872, -1.393, -0.307], [-2.226, -0.285, -1.578], [0.860, 2.952, 0.926], [1.018, 2.400, 2.490], [0.061, 3.873, 2.156]]}

***

{"formula": "CH5N3O2", "method": "the ωB97M-V functional and the def2-TZVPD basis", "e_lumo_ev": 0.78, "gap_ev": 9.45, "homo_energy_ev": -8.67, "total_charge": 0, "species": ["C", "N", "O", "O", "N", "N", "H", "H", "H", "H", "H"], "positions_angstrom": [[-1.640, 0.286, 0.393], [2.533, -0.572, 0.046], [-0.442, 0.838, -0.886], [-2.381, -0.562, -0.305], [0.450, -0.018, -0.330], [1.639, 0.254, -0.578], [-2.457, -0.224, -1.214], [2.166, -1.071, 0.858], [3.409, -0.093, 0.202], [-1.321, -0.159, 1.331], [-1.956, 1.321, 0.483]]}

***

{"formula": "C10H26BLiNO2", "method": "the ωB97M-V functional and the def2-TZVPD basis", "e_lumo_ev": 2.77, "gap_ev": 5.30, "homo_energy_ev": -2.53, "total_charge": -1, "species": ["Li", "B", "H", "H", "H", "H", "C", "C", "C", "C", "C", "C", "N", "O", "C", "C", "C", "H", "H", "H", "H", "H", "H", "H", "H", "H", "H", "H", "H", "H", "H", "H", "H", "H", "H", "C", "O", "H", "H", "H", "H"], "positions_angstrom": [[1.710, 0.624, -0.891], [3.324, 0.813, -2.268], [2.535, -0.016, -2.276], [4.404, 0.537, -2.603], [3.042, 1.599, -3.093], [3.291, 1.382, -1.272], [-1.099, -2.693, 0.492], [-0.650, -1.346, -0.170], [-1.913, -0.484, -0.331], [-2.470, 0.090, 0.953], [-1.351, 0.851, 1.666], [-0.060, 0.009, 1.855], [0.328, -0.606, 0.597], [1.673, -1.023, 0.378], [-0.323, -0.964, 3.005], [1.050, 0.992, 2.240], [-0.178, -1.620, -1.595], [-1.024, -3.526, -0.216], [-2.103, -2.655, 0.913], [-0.403, -3.006, 1.272], [-2.703, -1.016, -0.876], [-1.675, 0.377, -0.972], [-2.789, -0.717, 1.621], [-3.330, 0.730, 0.747], [-1.750, 1.107, 2.660], [-1.178, 1.839, 1.229], [0.451, -1.738, 3.023], [-1.282, -1.478, 3.014], [-0.198, -0.424, 3.950], [0.844, 1.333, 3.263], [1.090, 1.877, 1.605], [2.022, 0.502, 2.273], [0.154, -0.687, -2.054], [-0.939, -2.141, -2.177], [0.696, -2.276, -1.613], [0.083, 2.206, -2.767], [0.491, 2.143, -1.391], [-0.994, 2.047, -2.843], [0.474, 3.109, -3.237], [0.598, 1.361, -3.226], [0.153, 2.884, -0.885]]}

***

Copy entry 2 word for word.
{"formula": "CH5N3O2", "method": "the ωB97M-V functional and the def2-TZVPD basis", "e_lumo_ev": 0.78, "gap_ev": 9.45, "homo_energy_ev": -8.67, "total_charge": 0, "species": ["C", "N", "O", "O", "N", "N", "H", "H", "H", "H", "H"], "positions_angstrom": [[-1.640, 0.286, 0.393], [2.533, -0.572, 0.046], [-0.442, 0.838, -0.886], [-2.381, -0.562, -0.305], [0.450, -0.018, -0.330], [1.639, 0.254, -0.578], [-2.457, -0.224, -1.214], [2.166, -1.071, 0.858], [3.409, -0.093, 0.202], [-1.321, -0.159, 1.331], [-1.956, 1.321, 0.483]]}